Here is C43H50F2N6S2SiTi as an isolated structure from the OMol25 dataset. Energies are from ωB97M-V/def2-TZVPD.

Each line ends with the Löwdin spin population.
CARTESIAN COORDINATES (ANGSTROEM)
Ti  0.96  0.30  -0.58  0.34
S  2.79  1.63  -3.23  0.04
S  2.44  0.09  -5.80  0.00
Si  -2.31  -0.86  0.37  0.01
F  4.92  0.21  3.06  0.00
F  6.39  -0.85  -1.23  0.00
N  1.32  -1.73  0.46  0.13
N  1.51  -1.00  -2.12  0.17
N  1.79  -0.90  -3.51  -0.01
N  1.09  0.96  1.45  0.00
N  1.18  2.62  -0.58  0.20
N  0.21  3.29  -1.20  0.30
C  4.14  -0.20  -0.95  0.01
C  2.42  1.49  3.35  0.00
C  1.64  -2.28  -1.80  0.15
C  0.12  2.13  3.30  0.00
C  1.51  -2.06  1.75  0.02
C  2.04  -4.34  1.23  0.05
C  1.33  2.07  3.97  0.02
C  1.89  -4.03  -0.09  0.03
C  -1.62  -1.01  3.18  0.00
C  -0.90  0.41  -3.14  -0.01
C  -1.80  -3.06  -1.37  0.00
C  -0.46  2.49  -2.08  0.01
C  3.38  0.41  1.24  0.01
C  2.28  0.95  2.07  0.01
C  -1.90  2.42  -4.01  0.00
C  4.23  -0.13  -5.86  0.00
C  -3.79  -2.10  2.76  0.00
C  -3.75  0.52  0.50  0.00
C  1.60  -2.70  -0.47  0.10
C  -3.01  -2.21  -0.94  0.00
C  -3.52  -1.54  -2.23  0.00
C  -3.66  1.37  1.78  0.00
C  4.64  0.11  1.73  0.00
C  -0.28  1.08  -2.09  0.07
C  -3.52  1.51  -0.66  0.00
C  -1.69  1.04  -4.09  0.07
C  -4.13  -3.16  -0.51  0.00
C  -5.20  0.03  0.42  0.00
C  0.05  1.56  2.05  0.01
C  3.10  0.23  -0.14  0.00
C  -2.41  -1.82  2.14  0.00
C  4.01  4.15  1.25  0.00
C  5.68  -0.31  0.93  0.01
C  1.88  3.49  0.29  0.02
C  3.26  3.33  0.40  0.01
C  2.01  5.31  1.88  0.00
C  1.88  -3.31  2.19  0.08
C  1.26  4.50  1.03  0.02
C  -1.29  3.14  -3.01  0.05
C  5.39  -0.44  -0.42  0.00
C  -1.68  -3.18  2.05  0.00
C  3.39  5.14  2.00  0.02
C  2.28  0.21  -3.98  0.02
H  -3.87  -3.78  0.35  0.00
H  -2.10  -3.76  -2.17  0.00
H  -0.59  -0.87  2.86  0.00
H  -3.51  1.03  -1.65  0.00
H  2.28  -5.35  1.54  0.00
H  -2.52  2.92  -4.75  0.00
H  4.71  0.70  -5.33  0.00
H  -5.46  -0.64  1.25  0.00
H  0.20  4.64  0.91  0.00
H  -2.05  -0.03  3.36  0.00
H  1.44  2.51  4.95  0.00
H  1.33  -1.29  2.48  0.00
H  5.08  4.00  1.31  0.00
H  -4.45  -2.67  2.12  0.00
H  2.00  -3.49  3.25  0.00
H  -2.23  -3.91  1.45  0.00
H  1.51  6.09  2.45  0.00
H  4.51  -1.08  -5.40  0.00
H  -2.68  1.83  1.92  0.00
H  -2.56  2.02  -0.56  0.00
H  -1.57  -3.60  3.06  0.00
H  -2.76  -0.92  -2.70  0.00
H  2.03  -4.77  -0.87  0.00
H  -2.14  0.46  -4.89  0.00
H  -0.69  -3.08  1.61  0.00
H  -3.90  0.80  2.68  0.00
H  -3.79  -2.33  -2.95  0.00
H  -3.65  -2.67  3.70  0.00
H  -0.86  1.57  1.47  0.00
H  -1.37  -3.64  -0.56  0.00
H  -1.60  -1.56  4.14  0.00
H  -1.39  4.22  -2.94  0.00
H  -0.75  2.60  3.73  0.00
H  3.38  1.48  3.83  0.00
H  6.65  -0.53  1.34  0.00
H  -5.43  -0.49  -0.50  0.00
H  -1.00  -2.43  -1.77  0.00
H  -0.75  -0.66  -3.25  0.00
H  -4.39  2.19  1.71  0.00
H  -4.31  -1.18  3.04  0.00
H  -4.40  -0.92  -2.09  0.00
H  -5.88  0.90  0.47  0.00
H  -4.35  -3.85  -1.34  0.00
H  4.54  -0.12  -6.91  0.00
H  3.97  5.77  2.67  0.00
H  1.89  -2.98  -2.59  0.01
H  -4.32  2.28  -0.66  0.00
H  -5.05  -2.64  -0.27  0.00
H  3.74  2.58  -0.22  0.00
H  4.00  -0.34  -2.02  0.00

Net charge: -2
LUMO energy (alpha / beta) in eV: 4.316 / 4.308
ΔE to the lowest compared entry with this formula, charge and spin in kJ/mol: 186.1
HOMO-LUMO gap (alpha / beta) in Ha: 0.1755 / 0.2058
2S+1: 3
Strongest force on any atom in eV/A: 0.89
E in eV: -112440.59790
⟨S²⟩: 2.04